Entry 1:
104
Properties=species:S:1:pos:R:3:forces:R:3:mulliken_spin:R:1 method="wB97M-V/def2-TZVPD" charge=+3 s2=6.020 e_lumo_ha="-0.28786 / -0.39876" gap_ev="8.28 / 5.64" fmax_ev_per_a=4.30 multiplicity=5
Ir 0.619 -0.181 -0.344 -1.659 -0.581 0.326 2.07
C -3.933 0.084 -4.949 0.333 1.325 -0.037 0.01
C -2.600 -0.612 -5.183 -0.052 -0.732 0.257 -0.02
S -1.409 -0.167 -3.854 0.311 0.118 -1.491 0.55
C -0.085 -1.261 -4.466 -1.398 -0.020 -0.503 0.00
C 1.114 -1.245 -3.599 0.844 -1.151 -0.289 0.10
S 0.792 -1.718 -1.900 0.600 -2.159 -0.237 0.13
C -0.167 -3.311 -1.823 0.411 0.452 0.009 0.04
C -1.688 -3.185 -1.970 -0.415 0.045 -0.732 -0.01
S -2.420 -1.507 -1.957 0.013 -0.351 0.995 0.42
C -4.145 -1.919 -2.349 -0.769 0.641 0.231 0.00
C -4.951 -0.599 -2.362 0.164 0.757 -0.462 0.00
S -4.018 0.717 -3.263 -0.920 0.260 0.726 0.00
H -4.749 -0.579 -5.122 -0.650 -0.521 -0.195 0.00
H -4.107 0.979 -5.584 0.370 -0.655 0.222 0.00
H -2.121 -0.404 -6.125 0.137 0.474 -0.397 0.01
H -2.743 -1.705 -5.208 0.187 0.238 0.374 0.00
H 0.113 -0.911 -5.488 0.233 -0.327 0.182 0.01
H -0.513 -2.288 -4.496 0.335 0.575 -0.248 0.00
H 1.698 -0.337 -3.536 -0.157 0.472 -0.011 -0.04
H 1.805 -2.009 -3.993 -0.051 0.200 0.236 0.01
H 0.086 -3.690 -0.818 0.071 0.210 -0.442 0.00
H 0.295 -3.978 -2.581 -0.387 0.333 0.460 0.01
H -2.200 -3.708 -1.160 0.091 -0.239 -0.182 0.01
H -1.992 -3.587 -2.943 -0.045 -0.283 0.331 0.01
H -4.470 -2.506 -1.485 -0.166 -0.399 -0.411 0.02
H -4.239 -2.439 -3.305 0.146 -0.225 0.250 0.01
H -5.070 -0.200 -1.346 0.102 -0.105 -0.253 0.00
H -5.973 -0.599 -2.818 0.919 -0.684 0.366 0.00
C -2.438 -3.653 3.828 -0.397 -0.050 -0.032 0.02
C -1.444 -4.038 2.712 1.362 0.453 1.668 0.00
C -0.428 -5.044 3.308 -0.472 -0.685 -0.888 0.00
C -0.795 -2.747 2.260 2.535 -1.126 0.298 0.06
C 0.602 -2.474 2.315 -1.207 0.810 -0.222 0.00
C 1.121 -1.185 2.221 0.154 -0.174 -0.213 0.20
C 2.523 -1.030 2.811 0.437 1.943 -0.079 -0.03
C 2.454 -1.086 4.387 0.460 -0.165 -1.136 0.02
C 3.543 -2.030 2.297 1.043 0.844 0.069 0.00
C 0.284 -0.069 1.733 -0.322 -0.016 2.743 0.15
C -1.145 -0.386 1.733 -0.617 -0.077 0.519 0.04
C -1.582 -1.711 1.875 -0.753 1.868 -1.309 0.02
C -2.332 0.593 1.864 -0.053 -0.550 -0.872 -0.01
C -2.669 0.996 3.293 0.407 0.251 0.455 0.00
C -2.201 1.769 0.929 0.196 0.169 0.182 0.04
C 0.728 1.344 2.159 0.226 -0.645 -0.327 -0.16
C 0.542 1.686 3.483 -0.553 1.112 0.280 0.01
C 0.855 2.967 3.969 0.071 -1.122 0.037 0.00
C 1.621 3.811 3.191 0.305 0.072 -0.863 0.01
C 1.856 3.476 1.857 -0.221 -1.376 -0.395 0.00
C 1.368 2.246 1.308 0.563 0.985 -0.233 0.03
P 1.548 1.809 -0.515 0.774 4.211 0.361 0.15
C 3.326 1.843 -1.016 1.555 -1.107 -0.307 0.01
C 3.844 0.389 -0.740 0.331 -0.107 -0.804 0.12
C 4.278 2.812 -0.227 -1.156 -0.827 0.668 0.01
C 3.527 2.109 -2.560 0.629 0.078 1.499 0.02
C 0.712 3.236 -1.505 -0.897 0.794 -0.663 0.00
C -0.781 3.476 -1.165 -0.197 0.331 -0.205 0.01
C 0.648 2.925 -3.008 0.377 0.265 -1.514 -0.03
C 1.354 4.642 -1.233 -0.573 -0.400 0.411 0.01
H -3.002 -4.512 4.202 0.568 -0.120 0.158 0.00
H -3.236 -3.010 3.477 -0.006 0.442 -0.166 0.00
H -1.896 -3.131 4.635 -0.317 -0.381 -0.173 0.00
H -1.943 -4.397 1.849 -0.755 -0.858 -0.805 0.01
H 0.037 -4.656 4.202 0.168 0.300 0.214 0.00
H 0.349 -5.341 2.594 -0.032 0.199 0.082 0.00
H -0.909 -5.992 3.603 -0.078 0.507 -0.147 0.00
H 1.361 -3.179 2.508 0.153 -1.222 0.620 0.00
H 2.905 0.006 2.552 -0.523 -0.980 0.215 0.00
H 2.266 -2.110 4.705 -0.022 -0.053 0.064 0.00
H 1.649 -0.463 4.711 -0.424 0.393 0.512 0.00
H 3.399 -0.738 4.840 -0.425 -0.159 -0.354 0.00
H 3.392 -2.985 2.766 0.206 -0.544 0.124 0.00
H 4.571 -1.642 2.554 -1.044 -0.634 -0.181 0.00
H 3.497 -2.139 1.217 0.020 -0.106 -0.171 0.00
H -2.633 -1.874 1.651 0.001 -0.094 0.563 0.00
H -3.171 -0.054 1.596 -0.125 0.297 -0.497 0.00
H -2.063 1.859 3.560 -0.094 0.080 0.255 0.00
H -2.439 0.186 3.993 -0.206 0.113 0.011 0.00
H -3.730 1.279 3.397 0.443 -0.190 -0.171 0.00
H -1.399 2.434 1.274 -0.217 -0.320 -0.181 -0.01
H -3.082 2.386 0.837 -0.501 0.105 0.281 0.00
H -2.006 1.421 -0.080 0.283 -0.118 -0.151 0.00
H 0.033 0.994 4.125 -0.147 -0.208 0.283 0.00
H 0.546 3.237 4.971 0.241 -0.012 0.056 0.00
H 2.091 4.698 3.596 -0.335 0.129 -0.009 0.00
H 2.473 4.085 1.219 -0.090 0.279 0.259 0.00
H 3.552 -0.023 0.226 0.173 0.189 0.199 -0.05
H 4.944 0.338 -0.861 -0.448 0.283 0.400 0.00
H 3.507 -0.332 -1.503 -0.271 0.233 0.087 -0.01
H 4.483 2.356 0.796 -0.252 0.981 -1.176 0.00
H 3.793 3.802 -0.180 0.756 -0.393 0.226 0.00
H 5.212 2.872 -0.792 -0.080 0.046 0.155 0.00
H 2.735 1.629 -3.130 0.302 0.183 -0.233 -0.01
H 4.500 1.652 -2.818 -0.450 0.268 0.023 0.00
H 3.618 3.208 -2.698 -0.371 -0.792 -0.411 0.00
H -1.411 2.631 -1.510 0.291 0.500 0.407 0.00
H -1.150 4.399 -1.719 0.634 -1.141 0.621 0.00
H -0.876 3.685 -0.097 -0.333 -0.108 -0.241 0.00
H 0.217 1.945 -3.273 0.113 0.151 0.471 0.02
H 1.593 2.999 -3.565 -0.472 0.137 0.428 0.01
H -0.018 3.654 -3.524 0.309 -0.301 0.608 0.00
H 1.151 4.891 -0.174 0.112 0.132 -0.614 0.00
H 0.827 5.393 -1.864 0.378 -0.570 0.352 0.00
H 2.415 4.727 -1.409 0.262 -0.073 -0.194 0.00

=====

Entry 2:
15
Properties=species:S:1:pos:R:3:forces:R:3:nbo_charge:R:1 method="wB97M-V/def2-TZVPD" charge=0 e_lumo_ha="0.02669 / 0.02668" gap_ev="9.03 / 9.03" fmax_ev_per_a=6.94 relative_energy_ev=4.0088 smiles="C=[NH+][O-].N=C(N)N"
C -1.355 -0.014 0.246 0.019 -1.157 -0.976 0.60
C 2.972 0.640 -0.428 -4.286 -2.725 1.805 -0.32
N -2.587 0.219 -0.357 1.339 0.290 -0.814 -0.84
N -0.844 -1.292 0.076 -1.765 1.783 -0.044 -0.82
N 1.969 -0.224 0.183 4.478 3.828 -3.676 -0.01
N -0.668 0.945 0.691 3.026 -2.450 0.631 -0.81
O 1.975 -1.454 0.242 0.635 -1.243 0.300 -0.49
H 3.740 0.242 -1.068 0.145 -0.667 0.463 0.20
H 2.705 1.681 -0.603 -0.299 -0.355 0.632 0.19
H -3.395 -0.240 -0.133 -1.923 -2.496 0.823 0.38
H -2.875 1.155 -0.343 0.271 1.670 -0.069 0.37
H -1.506 -1.937 -0.256 -0.510 -0.924 -0.479 0.38
H -0.042 -1.650 0.529 0.992 -0.035 0.547 0.42
H 1.086 0.189 0.461 -0.427 1.380 0.597 0.41
H -1.177 1.739 0.760 -1.695 3.101 0.260 0.34

=====

Entry 3:
59
Properties=species:S:1:pos:R:3:forces:R:3:mulliken_spin:R:1 method="wB97M-V/def2-TZVPD" charge=0 s2=8.754 e_lumo_ha="-0.03013 / -0.03236" gap_ev="7.45 / 7.56" fmax_ev_per_a=0.82 relative_energy_ev=0.1055 multiplicity=6
Mn -0.581 0.984 0.650 -0.033 0.046 -0.153 4.87
Br -0.665 1.184 -1.924 -0.014 -0.119 0.342 0.04
Br -0.444 1.162 3.120 0.071 0.059 -0.049 0.06
C 5.628 2.161 2.529 -0.373 0.039 0.158 0.00
C 4.449 1.456 2.743 0.287 0.011 0.102 0.00
C 3.286 1.826 2.094 -0.096 -0.418 0.197 0.00
C 3.326 2.910 1.241 -0.146 0.166 0.013 0.00
C 4.457 3.677 1.062 0.446 0.034 -0.033 0.00
C 5.610 3.292 1.724 0.431 -0.063 0.133 0.00
N 2.084 3.308 0.572 -0.095 -0.051 0.025 0.00
O 2.025 4.388 0.030 -0.055 -0.323 0.106 0.00
O 1.172 2.499 0.640 -0.016 0.472 -0.269 0.01
H 6.529 1.844 3.037 0.059 0.141 -0.016 0.00
H 4.426 0.647 3.462 -0.017 -0.101 -0.126 0.00
H 2.374 1.276 2.291 -0.132 0.198 -0.104 0.00
H 4.477 4.539 0.413 -0.262 0.040 -0.001 0.00
H 6.509 3.892 1.649 -0.049 -0.037 -0.205 0.00
C -2.677 -5.430 -1.085 -0.075 0.188 0.010 0.00
C -3.533 -5.158 -0.020 0.249 -0.081 -0.529 0.00
C -3.385 -3.985 0.698 -0.173 -0.463 0.508 0.00
C -2.377 -3.106 0.351 -0.130 -0.039 -0.305 0.00
C -1.545 -3.337 -0.727 0.293 -0.163 -0.487 0.00
C -1.671 -4.531 -1.421 -0.389 -0.099 0.020 0.00
N -2.236 -1.856 1.095 -0.237 0.040 0.343 -0.01
O -1.410 -1.065 0.661 0.178 -0.228 -0.214 -0.01
O -2.921 -1.678 2.069 0.076 0.081 -0.177 0.01
H -2.830 -6.304 -1.706 0.070 -0.116 0.178 0.00
H -4.323 -5.856 0.216 -0.030 0.055 0.108 0.00
H -4.041 -3.817 1.540 0.118 0.330 -0.009 0.00
H -0.849 -2.597 -1.097 0.049 0.104 0.377 0.00
H -1.031 -4.752 -2.264 0.043 0.140 -0.002 0.00
C -6.405 3.350 -2.196 -0.117 -0.392 0.136 0.00
C -6.858 3.369 -0.881 0.341 0.632 -0.075 0.00
C -6.065 2.836 0.120 -0.080 -0.285 0.292 0.00
C -4.882 2.222 -0.236 0.307 0.271 -0.427 0.00
C -4.397 2.200 -1.536 0.016 -0.079 0.039 0.00
C -5.169 2.794 -2.516 -0.717 -0.251 -0.320 0.00
N -4.056 1.623 0.810 0.099 -0.111 0.176 -0.01
O -2.886 1.402 0.511 -0.232 0.020 0.108 0.02
O -4.559 1.368 1.876 0.121 0.042 -0.061 0.01
H -7.077 3.688 -2.975 0.212 0.244 -0.060 0.00
H -7.759 3.922 -0.651 -0.136 -0.293 0.125 0.00
H -6.323 2.846 1.171 -0.202 0.094 -0.082 0.00
H -3.468 1.699 -1.779 0.088 0.107 0.096 0.00
H -4.896 2.723 -3.561 0.264 0.097 0.085 0.00
C 5.325 -2.205 -2.006 0.135 0.128 0.304 0.00
C 5.609 -1.901 -0.679 -0.169 0.172 -0.051 0.00
C 4.579 -1.529 0.169 0.271 -0.294 0.411 0.00
C 3.293 -1.474 -0.318 -0.042 -0.012 -0.172 0.00
C 2.985 -1.730 -1.637 0.099 -0.126 -0.356 0.00
C 4.017 -2.148 -2.462 0.217 0.231 -0.391 0.00
N 2.209 -1.120 0.591 -0.003 0.272 0.235 0.00
O 1.408 -0.300 0.167 -0.131 -0.080 -0.096 0.00
O 2.181 -1.631 1.684 0.013 0.049 0.009 0.00
H 6.131 -2.423 -2.695 -0.041 -0.200 0.029 0.00
H 6.612 -1.923 -0.275 0.082 -0.030 -0.190 0.00
H 4.791 -1.292 1.203 -0.146 -0.016 0.027 0.00
H 1.991 -1.581 -2.038 -0.106 -0.051 0.201 0.00
H 3.838 -2.362 -3.509 -0.191 0.020 0.065 0.00

=====

Entry 4:
113
Properties=species:S:1:pos:R:3:forces:R:3:mulliken_charge:R:1 method="wB97M-V/def2-TZVPD" charge=-1 e_lumo_ha=0.07363 gap_ev=8.11 fmax_ev_per_a=5.31
Cl -0.289 -2.334 -1.971 1.221 -3.104 -0.442 1.51
O -1.396 -1.602 -1.530 -1.960 2.951 0.284 -0.58
O -0.469 -2.630 -3.431 0.969 0.719 2.065 -0.67
O 0.988 -1.728 -1.625 -0.475 0.865 -1.282 -0.61
O -0.329 -3.537 -1.177 0.189 -1.308 -0.586 -0.65
C -4.825 1.105 1.483 -3.069 0.262 -0.690 -0.30
C -6.139 0.625 0.760 1.933 1.127 -1.213 -0.29
O -6.160 -0.751 1.007 -0.185 -1.415 1.090 -0.32
C -5.333 -1.050 2.049 0.997 -3.530 1.349 0.71
O -5.116 -2.168 2.581 -1.416 4.544 -2.360 -0.58
O -4.702 0.076 2.424 1.446 -0.277 0.940 -0.31
H -5.076 2.048 1.969 0.665 -0.054 0.200 0.31
H -4.078 1.213 0.697 0.672 -0.365 0.734 0.28
H -5.860 0.746 -0.287 -0.965 0.059 -0.245 0.24
H -7.048 1.168 1.023 -0.037 -0.387 0.165 0.28
C -4.941 -0.873 -5.337 2.797 -1.416 1.211 -0.33
C -4.435 -0.575 -6.705 0.853 -1.176 0.536 -0.30
O -5.109 0.621 -6.971 -0.716 0.790 -2.221 -0.34
C -5.555 1.182 -5.852 -0.245 2.452 1.910 0.67
O -6.036 2.295 -5.707 0.797 -2.380 -0.896 -0.57
O -5.255 0.373 -4.797 -1.664 0.779 -0.426 -0.28
H -4.036 -1.139 -4.791 -0.426 -0.945 0.449 0.31
H -5.679 -1.676 -5.326 -0.490 0.542 0.396 0.27
H -4.575 -1.478 -7.299 -0.851 0.681 -0.930 0.33
H -3.351 -0.457 -6.721 0.017 0.665 0.061 0.25
C 0.783 -1.153 3.207 0.196 -1.409 -1.109 -0.27
C 0.551 0.305 3.161 -0.198 0.070 -0.677 -0.12
O 1.258 0.725 4.318 0.322 3.034 0.080 -0.34
C 1.622 -0.255 5.098 0.191 -2.519 3.112 0.72
O 2.132 -0.258 6.229 -1.169 0.824 -3.504 -0.62
O 1.206 -1.410 4.511 0.437 -0.440 1.645 -0.33
H 1.627 -1.440 2.579 -0.379 -0.225 -0.490 0.21
H -0.135 -1.697 2.986 0.361 -0.312 -0.092 0.30
H -0.520 0.510 3.177 0.110 0.523 0.591 0.19
H 0.963 0.716 2.239 0.141 0.402 0.350 0.26
C -1.262 3.979 -2.627 -0.661 0.387 0.882 -2.17
C -0.350 4.817 -3.525 1.101 -1.987 0.603 1.86
C -0.816 4.443 -4.961 0.880 1.196 -0.945 -1.28
C -0.315 5.488 -5.989 -1.703 -0.597 -0.413 -0.73
C -0.691 6.912 -5.606 1.108 -0.043 0.902 -1.17
C -0.121 7.290 -4.182 -0.177 -1.047 -0.726 1.62
N -0.427 6.240 -3.148 -2.528 -0.003 -4.411 0.15
O 0.147 6.564 -1.964 0.370 -0.030 1.581 -0.46
C 1.368 7.451 -4.299 1.622 0.013 -0.825 -1.79
C -0.712 8.618 -3.782 0.192 0.460 0.264 -1.85
C 1.103 4.273 -3.347 0.409 -0.471 -1.056 -1.88
H -0.952 3.984 -1.582 0.129 0.159 0.092 0.39
H -1.376 2.927 -2.885 0.487 0.024 -0.413 0.43
H -2.272 4.386 -2.675 -0.125 0.180 0.063 0.51
H -0.423 3.480 -5.287 0.487 -0.153 0.603 0.43
H -1.882 4.243 -5.067 -0.282 0.758 0.345 0.46
H -0.773 5.306 -6.961 -0.432 -0.267 -0.088 0.45
H 0.728 5.360 -6.281 0.347 0.283 0.789 0.34
H -1.733 7.231 -5.647 -0.338 -0.894 0.042 0.36
H -0.229 7.493 -6.404 0.272 0.704 0.424 0.42
H 1.663 7.889 -5.252 -0.346 0.961 0.017 0.42
H 1.801 8.025 -3.479 0.046 -0.113 -0.015 0.34
H 1.942 6.537 -4.452 -0.358 -0.465 0.812 0.39
H -0.247 9.357 -4.436 -0.130 0.253 0.014 0.39
H -1.794 8.708 -3.876 -0.032 -0.304 -0.038 0.39
H -0.427 8.865 -2.759 0.000 0.078 0.024 0.41
H 1.736 4.760 -2.604 -0.382 0.076 0.094 0.34
H 1.631 4.292 -4.300 0.192 0.719 -0.209 0.35
H 1.157 3.192 -3.215 -0.552 -0.103 0.693 0.48
H -0.669 6.725 -1.486 0.404 0.196 0.908 0.40
C -3.701 -8.739 5.612 0.384 -0.007 -0.618 -0.64
O -4.398 -7.818 4.789 0.168 0.356 1.539 -0.30
C -4.864 -8.270 3.553 1.035 1.246 -0.855 -0.61
C -3.780 -8.095 2.478 -0.463 -2.564 -0.276 -0.45
N -2.767 -9.179 2.571 -0.871 0.531 -0.266 -0.33
C -1.518 -8.960 1.852 -0.879 0.544 1.965 -0.92
C -0.669 -7.838 2.518 1.360 -2.013 -1.739 -0.37
O -0.206 -8.283 3.772 -0.789 0.321 1.730 -0.33
C 0.318 -7.244 4.616 0.350 -0.366 -0.600 -0.76
H -2.686 -8.949 5.272 0.181 0.037 -0.426 0.16
H -4.221 -9.696 5.627 -0.193 -0.081 0.450 0.33
H -3.491 -8.311 6.592 -0.822 0.074 0.089 0.24
H -5.606 -7.548 3.212 -0.492 -0.102 0.455 0.35
H -5.310 -9.262 3.631 0.178 -0.247 -0.246 0.35
H -3.427 -7.066 2.418 0.180 0.040 0.327 0.30
H -4.311 -8.343 1.559 -0.036 0.498 -0.465 0.33
H -2.581 -9.400 3.539 0.308 0.128 -0.232 0.25
H -1.672 -8.758 0.792 -0.175 0.194 0.058 0.40
H -1.023 -9.927 1.938 0.624 0.235 -0.129 0.37
H -1.070 -6.825 2.500 -0.176 -0.139 0.083 0.45
H 0.191 -7.966 1.861 0.559 1.276 -0.317 0.31
H -0.199 -6.307 4.411 0.249 0.138 0.023 0.33
H 1.396 -7.191 4.463 0.122 0.535 -0.501 0.29
H 0.280 -7.436 5.688 -0.801 -0.607 -0.060 0.25
C 8.104 2.430 5.637 1.373 1.493 -1.148 -0.82
O 7.648 1.843 4.464 -1.018 0.032 -0.313 -0.27
C 6.745 0.818 4.770 0.454 -1.102 -0.233 -0.53
C 6.432 0.024 3.503 -0.163 0.888 -0.171 -0.72
N 5.816 0.917 2.459 0.319 -0.583 0.338 -0.38
C 5.424 0.216 1.245 -0.624 0.760 -1.961 -0.62
C 5.206 1.214 0.010 0.647 0.062 0.768 -0.66
O 6.410 1.961 -0.257 -0.156 -1.062 1.103 -0.30
C 6.368 2.906 -1.275 -0.762 -0.175 -0.488 -0.75
H 7.323 2.863 6.262 -0.089 -0.282 0.183 0.31
H 8.698 3.231 5.197 0.110 0.562 0.664 0.25
H 8.841 1.819 6.159 -0.367 -0.454 0.452 0.33
H 5.853 1.117 5.320 -0.285 0.592 -0.326 0.38
H 7.314 0.231 5.491 -0.248 -0.999 0.072 0.38
H 5.823 -0.830 3.798 -0.323 0.085 -0.341 0.44
H 7.376 -0.345 3.100 0.194 -0.357 0.075 0.36
H 6.624 1.417 2.116 0.080 0.836 0.294 0.27
H 4.437 -0.242 1.304 0.044 -0.319 0.440 0.30
H 6.157 -0.538 0.959 0.090 -0.265 -0.159 0.37
H 4.339 1.833 0.245 0.198 0.715 0.451 0.33
H 4.874 0.770 -0.929 0.287 -0.908 0.057 0.49
H 7.387 3.121 -1.597 -0.056 0.370 0.387 0.24
H 5.769 3.764 -0.971 0.376 0.510 0.087 0.30
H 5.859 2.539 -2.167 -0.146 -0.416 -0.240 0.29